No. 1
50
Properties=species:S:1:pos:R:3:forces:R:3 method="wB97M-V/def2-TZVPD" lumo_energy_ev="-3.9236 / -5.2267" orbital_gap_ev="6.63 / 5.51" e_tot_ha=-5663.55207 total_charge=+1 spin_multiplicity=4 s_squared=3.8477 e_homo_ev="-10.55 / -10.73"
Re -0.342 0.175 0.728 4.20 -0.93 2.19
Br 2.517 -2.581 0.536 -0.78 -0.13 -0.09
C 2.071 -1.801 -1.154 0.58 -0.58 -0.51
C 2.343 -2.535 -2.285 -0.33 -0.22 0.11
C 2.652 -1.881 -3.491 0.44 1.22 -0.03
C 2.896 -0.511 -3.461 0.14 -0.94 -1.04
C 2.704 0.239 -2.293 -0.48 -0.14 1.19
C 3.335 1.483 -2.015 -0.48 0.60 1.21
C 3.160 2.069 -0.736 1.01 -0.52 -0.98
C 2.221 1.567 0.168 -1.28 -0.57 0.34
C 1.468 0.404 -0.148 1.35 0.73 0.38
C 2.024 -0.405 -1.200 -0.02 1.03 -0.29
H 2.317 -3.613 -2.198 0.35 -0.04 -0.15
H 2.934 -2.396 -4.407 -0.42 -0.24 0.28
H 3.260 -0.035 -4.381 0.08 -0.09 0.56
H 4.034 1.871 -2.764 -0.33 0.10 0.40
H 3.825 2.843 -0.363 -0.18 0.16 -0.48
H 2.047 2.045 1.164 0.15 -0.11 -1.12
F -0.302 -2.291 5.634 0.59 0.82 -0.76
C -0.147 -2.020 4.330 -1.82 -1.92 0.81
F 0.531 -3.038 3.781 0.25 1.35 0.14
F -1.410 -2.092 3.790 1.47 0.88 0.17
S 0.631 -0.308 4.002 -0.81 -0.52 -1.23
O 0.772 -0.428 2.527 0.26 -0.17 0.40
O 1.824 -0.140 4.765 -1.52 0.04 -0.43
N -0.602 0.721 4.265 -1.03 0.78 -0.70
S -1.383 1.247 2.956 1.50 0.22 0.95
O -2.033 0.207 2.152 -0.70 -0.18 0.35
O -0.466 1.994 2.060 -0.29 0.21 0.36
C -2.825 2.499 3.170 -2.01 3.01 0.27
F -2.823 3.496 2.159 0.97 -2.61 1.84
F -2.768 3.174 4.341 0.13 -1.42 -1.45
F -3.998 1.873 3.013 1.65 0.17 0.58
S -1.893 -2.718 -2.402 0.96 2.33 1.84
C -1.514 -3.554 -0.972 0.23 -2.11 1.14
C -0.981 -2.860 0.082 0.65 0.69 0.03
C -0.726 -1.472 -0.230 -2.47 -2.24 -2.19
C -1.322 -1.252 -1.492 0.12 -0.45 -0.77
C -1.665 0.092 -1.792 0.69 1.66 2.57
C -2.466 0.593 -2.766 0.31 -0.85 -0.95
C -2.738 1.922 -2.773 -0.37 1.28 -0.09
C -2.334 2.829 -1.790 -0.18 0.39 0.20
C -1.549 2.338 -0.780 0.46 -1.54 -1.25
N -1.225 1.002 -0.759 -2.29 0.54 -3.38
H -1.680 -4.650 -0.979 0.08 0.88 0.13
H -0.726 -3.166 1.094 -0.12 -0.82 -0.49
H -2.786 -0.075 -3.567 -0.07 0.33 0.19
H -3.249 2.268 -3.629 -0.75 0.61 -0.63
H -2.612 3.901 -1.773 0.27 -0.91 -0.34
H -1.001 2.969 -0.114 -0.14 0.20 0.71


No. 2
56
Properties=species:S:1:pos:R:3:forces:R:3 method="wB97M-V/def2-TZVPD" lumo_energy_ev="-1.1789 / -2.0349" orbital_gap_ev="6.71 / 6.32" e_tot_ha=-4002.61992 spin_multiplicity=2 s_squared=0.7824 e_homo_ev="-7.88 / -8.36" e_above_lowest_kcal_mol=2.3
Ti 0.215 0.080 -1.465 -1.30 -3.71 -1.59
C -3.507 -0.350 4.293 -0.30 -0.47 0.91
C -2.386 -1.141 4.513 0.03 -0.69 1.32
C -1.280 -1.026 3.684 -0.42 -0.03 -0.56
C -1.382 -0.182 2.578 -0.49 -0.08 -0.43
C -2.548 0.577 2.298 1.20 -0.89 1.11
C -3.582 0.480 3.213 -0.50 1.04 -1.21
N -0.341 -0.220 1.599 -0.35 0.93 -0.37
C 1.037 -0.292 1.897 0.40 0.23 -1.19
C 1.609 0.251 3.052 -0.54 -0.58 0.17
C 2.945 -0.014 3.357 -0.25 0.29 -0.32
C 3.766 -0.614 2.412 0.11 -0.50 -0.68
C 3.237 -1.025 1.167 -0.05 0.59 1.05
C 1.871 -0.891 0.902 0.63 0.54 0.33
N 1.381 -1.218 -0.403 1.07 -0.24 0.42
N 1.969 -2.300 -0.937 -0.76 1.30 1.25
C 1.247 -2.736 -1.978 0.29 0.05 -1.22
C 1.678 -3.980 -2.570 -0.60 1.17 1.54
C 0.719 -4.608 -3.295 -0.04 -0.76 -0.91
C -0.389 -3.867 -3.753 -0.44 -0.22 -0.32
C -0.622 -2.586 -3.300 0.36 0.05 0.45
N 0.143 -1.996 -2.363 1.28 -1.06 0.08
H -4.353 -0.364 4.978 0.23 -0.26 -0.08
H -2.409 -1.872 5.368 0.23 0.90 -0.98
H -0.384 -1.641 3.766 -0.31 0.12 0.24
H -2.612 1.212 1.430 -0.02 0.04 -0.11
H -4.489 1.067 3.024 0.35 -0.23 0.20
H 0.949 0.817 3.722 0.40 -0.41 -0.13
H 3.356 0.286 4.313 -0.04 0.16 -0.10
H 4.838 -0.737 2.637 -0.66 -0.02 -0.25
H 3.861 -1.400 0.376 0.19 -0.15 0.01
H 2.634 -4.413 -2.240 -0.74 0.20 -0.11
H 0.825 -5.684 -3.524 -0.03 0.80 -0.30
H -1.043 -4.294 -4.514 0.02 0.10 0.46
H -1.461 -1.988 -3.583 -0.46 0.05 -0.55
F 1.777 3.365 1.819 -1.60 -0.22 -0.57
C 0.504 3.468 1.348 -0.05 0.20 2.02
F -0.335 2.599 2.028 1.57 1.49 -1.21
F 0.088 4.734 1.578 0.25 -1.43 -0.46
S 0.523 3.111 -0.461 -0.01 0.64 -1.62
O 1.089 1.739 -0.586 -0.90 1.13 0.09
O 1.265 4.126 -1.127 0.43 -0.15 0.76
N -1.026 3.323 -0.814 0.31 -2.16 -0.11
S -1.859 2.398 -1.807 -1.22 0.01 0.19
O -3.220 2.237 -1.358 1.53 0.33 -0.62
O -1.242 1.138 -2.372 0.30 1.27 1.35
C -1.815 3.360 -3.382 -0.93 0.32 -1.03
F -2.594 4.460 -3.264 0.71 -1.08 -0.19
F -0.586 3.725 -3.742 -0.68 -0.34 0.46
F -2.324 2.519 -4.325 0.35 1.15 0.73
F 2.523 -0.603 -3.464 0.13 0.16 -0.35
C 1.518 0.287 -3.246 -0.04 -0.69 1.80
F 0.633 0.120 -4.283 0.20 0.25 -0.27
F 2.039 1.506 -3.320 0.54 0.96 -0.88
O -1.733 -0.763 -0.141 1.16 1.36 -0.83
C -0.716 -0.181 0.266 -0.54 -1.46 2.62


No. 3
56
Properties=species:S:1:pos:R:3:forces:R:3 method="wB97M-V/def2-TZVPD" lumo_energy_ev="2.4208 / 2.4207" orbital_gap_ev="4.04 / 4.17" e_tot_ha=-6865.56616 total_charge=-2 spin_multiplicity=2 s_squared=0.7647 e_homo_ev="-1.62 / -1.75" e_above_lowest_kcal_mol=0.0
Ni -0.365 0.439 0.821 -0.47 -0.40 0.34
S -3.275 3.709 3.435 -0.06 0.00 0.06
Sb -1.553 3.293 2.008 0.02 -0.07 -0.11
S -0.340 1.352 2.829 0.00 -0.04 -0.05
S -2.163 1.575 0.261 0.11 0.11 0.07
N 0.928 -2.136 -2.059 -0.02 -0.05 -0.04
C -0.098 -1.712 -2.888 0.06 0.02 -0.12
C -0.402 -1.998 -4.215 -0.01 -0.01 0.05
C -1.537 -1.401 -4.731 -0.04 0.01 -0.01
C -2.338 -0.545 -3.956 0.03 -0.03 -0.02
C -2.025 -0.261 -2.643 0.03 -0.03 -0.02
C -0.888 -0.862 -2.107 -0.09 0.01 0.11
N -0.350 -0.787 -0.831 0.15 0.22 -0.10
C 0.720 -1.534 -0.861 0.05 -0.05 0.22
C 1.556 -1.615 0.326 -0.14 -0.02 -0.09
C 2.745 -2.223 0.556 0.01 0.03 0.01
S 3.273 -1.821 2.138 0.04 -0.08 0.01
C 1.867 -0.885 2.385 -0.16 -0.02 0.04
N 1.061 -0.877 1.373 0.22 0.35 -0.15
H 1.765 -2.625 -2.330 -0.01 0.02 -0.01
H 0.216 -2.656 -4.813 0.00 0.00 0.00
H -1.816 -1.597 -5.759 0.00 0.00 0.00
H -3.219 -0.095 -4.397 0.00 -0.02 0.00
H -2.620 0.406 -2.039 0.01 0.03 -0.01
H 3.340 -2.816 -0.118 0.00 -0.02 0.00
H 1.656 -0.323 3.286 0.05 0.04 -0.02
C -2.748 -3.582 -1.079 0.07 -0.03 -0.01
S -4.531 -3.647 -0.780 -0.01 0.00 0.01
C -4.980 -2.004 -1.183 0.11 0.08 0.01
C -4.597 -0.883 -0.502 0.02 -0.15 -0.06
S -3.616 -0.784 0.892 -0.07 0.08 0.08
S -5.186 0.605 -1.242 -0.06 0.09 0.11
C -6.025 -0.064 -2.585 -0.10 0.10 -0.07
S -6.851 0.845 -3.712 0.08 -0.07 0.04
S -5.918 -1.767 -2.634 -0.03 -0.11 -0.07
H -2.341 -4.556 -0.801 -0.03 0.00 -0.01
H -2.314 -2.812 -0.443 0.01 0.02 0.00
H -2.533 -3.380 -2.127 -0.03 0.01 -0.02
O 2.629 3.248 -0.393 -0.02 0.11 0.05
C 2.494 2.072 -0.727 0.08 -0.16 -0.18
O 1.656 1.198 -0.411 0.46 0.04 -0.21
C 3.576 1.576 -1.748 -0.09 -0.02 0.03
C 3.684 0.234 -2.083 -0.06 0.19 0.06
C 4.650 -0.176 -2.982 0.08 -0.30 -0.15
C 5.528 0.694 -3.602 -0.15 0.04 0.18
C 5.388 2.022 -3.250 0.20 0.16 -0.15
C 4.449 2.479 -2.342 -0.05 0.03 0.08
N 6.310 2.993 -3.887 -0.17 -0.11 0.08
O 7.124 2.561 -4.684 0.07 -0.01 -0.04
O 6.201 4.160 -3.584 0.02 0.06 0.01
N 4.766 -1.611 -3.313 -0.16 0.09 0.17
O 3.983 -2.393 -2.794 -0.03 0.06 0.04
O 5.638 -1.954 -4.079 0.15 -0.04 -0.14
H 2.999 -0.456 -1.622 -0.07 -0.11 0.03
H 6.271 0.364 -4.308 0.00 -0.01 0.00
H 4.370 3.524 -2.074 0.00 -0.01 0.00